No. 1
The following is a DFT calculation (ωB97M-V/def2-TZVPD) of 2 unconnected molecules or ions with the total composition C3H3N3O in a non-equilibrium geometry.

Each line ends with the Löwdin charge.
Geometry (Å):
N -0.616 1.921 1.289  0.19
C 0.042 1.050 0.756  -0.18
C 0.829 0.107 0.271  -0.12
C 0.417 -1.303 0.306  -0.34
O -0.042 -1.817 1.296  0.05
H -1.277 2.520 0.800  0.09
H 1.780 0.382 -0.169  0.11
H 0.535 -1.916 -0.591  0.08
N -0.863 0.091 -1.943  0.06
N -0.941 -0.998 -2.110  0.06

Atomic forces in eV per Å
0.4766 -0.4188 -0.1449
-0.0622 0.5765 0.3542
0.0396 0.4522 0.0917
0.0489 -0.3332 0.9764
-0.3556 -0.0867 -0.0281
0.1059 -0.3759 -0.1371
-0.1372 0.0786 -0.1208
0.4089 0.0199 -0.2677
-0.4398 -2.0173 -0.7043
-0.0851 2.1046 -0.0197

- HOMO level (hartree) = -0.345
- SMILES = N=C=CC=O.N#N
- total charge = 0
- electronic energy (eV) = -9676.16524
- ΔE to the lowest compared entry with this formula, charge and spin (kcal/mol) = 29.72

No. 2
The following is a DFT calculation (ωB97M-V/def2-TZVPD) of a molecular structure, C12H10As2O12S2Sn.

Each line ends with the Löwdin charge.
Geometry (Å):
Sn 1.661 1.365 -1.431  1.55
O 0.003 -0.949 -4.293  -0.37
As 1.744 -0.988 -3.992  1.17
O 1.398 -1.544 -2.039  -0.25
O 2.136 0.565 -3.493  -0.78
C 0.957 -2.665 -1.625  -0.28
C 0.788 -3.808 -2.471  -0.01
C 0.240 -4.944 -1.975  -0.05
C -0.176 -5.033 -0.611  -0.05
C -0.027 -3.979 0.236  0.01
C 0.556 -2.772 -0.221  -0.28
S 2.359 -0.994 1.114  0.88
O 0.666 -1.764 0.574  -0.17
O 3.272 -1.459 0.093  -0.40
O 1.930 0.406 0.914  -0.60
H -0.425 -0.281 -3.733  -0.01
H 1.091 -3.744 -3.506  0.10
H 0.110 -5.802 -2.622  0.11
H -0.611 -5.956 -0.250  0.11
H -0.336 -4.027 1.270  0.12
O 2.443 2.903 2.205  -0.38
As 1.901 3.944 0.883  1.17
O 0.181 2.820 0.694  -0.25
O 2.525 3.242 -0.507  -0.78
C -0.805 2.784 1.498  -0.28
C -0.951 3.675 2.609  -0.01
C -1.987 3.524 3.470  -0.05
C -2.952 2.486 3.294  -0.05
C -2.866 1.621 2.247  0.01
C -1.817 1.744 1.304  -0.28
S -1.879 1.408 -1.534  0.88
O -1.722 0.906 0.329  -0.17
O -1.622 2.831 -1.511  -0.40
O -0.713 0.613 -1.976  -0.60
H 2.583 1.995 1.889  -0.01
H -0.218 4.456 2.755  0.09
H -2.086 4.198 4.311  0.11
H -3.765 2.394 4.003  0.11
H -3.587 0.830 2.097  0.12

Atomic forces in eV per Å
-0.0693 -0.0516 0.0418
0.2952 0.0055 -0.1419
-0.1990 0.0571 0.2142
0.2011 0.2629 -0.1578
-0.0450 -0.1719 -0.0691
-0.1359 -0.3683 -0.0250
0.0557 0.2805 0.1477
-0.0819 -0.1476 0.1754
0.0020 -0.0580 -0.1298
0.0260 -0.0520 -0.0995
-0.0224 0.0999 -0.0118
0.1768 0.1634 -0.1938
-0.1563 -0.1451 -0.1059
-0.1316 0.0766 0.1731
0.3153 -0.2260 0.1845
-0.0340 0.0026 0.1125
-0.0008 0.0287 0.0000
-0.0059 -0.0087 0.0156
0.0038 -0.0044 -0.0302
0.0098 0.0244 0.0147
0.0676 0.3228 -0.1544
-0.0816 -0.2901 0.0557
0.2351 0.1219 -0.2276
-0.0430 0.0696 0.1408
-0.2046 0.0847 0.3107
0.0722 -0.1760 -0.2513
-0.2059 -0.0924 0.0763
0.0471 0.1026 0.0812
0.0394 0.1087 0.0512
0.0808 -0.0578 -0.0362
0.2338 0.1532 -0.1523
0.0086 0.0194 0.2389
-0.0469 -0.2248 -0.0198
-0.3286 0.1814 -0.1852
-0.1030 -0.0804 -0.0181
0.0194 -0.0114 -0.0155
-0.0163 -0.0088 0.0048
0.0176 0.0226 0.0128
0.0045 -0.0131 -0.0267

- HOMO level (spin up / spin down) (hartree) = -0.303 / -0.303
- total charge = 0
- electronic energy (eV) = -186354.65618